(1)
DFT (the ωB97M-V functional and the def2-TZVPD basis) results for an isolated ion of composition C4H6N3O and charge +1.

```
! wB97M-V def2-TZVPD RIJCOSX def2/J DEFGRID3
* xyz 1 1
O 0.823 0.786 -2.091
N -0.288 -1.155 -1.590
N -0.167 -1.845 -0.605
N -0.945 0.711 -0.409
C 0.690 -0.232 1.095
C -0.045 0.942 0.733
C 0.134 0.097 -1.505
C 0.619 -1.520 0.527
H 0.644 1.784 0.490
H 1.259 -2.323 0.818
H 1.041 -0.195 2.121
H -1.424 1.589 -0.699
H -0.761 1.460 1.489
H -1.581 -0.098 -0.373
*
```

Values from the calculation:
Kohn-Sham gap in eV: 8.969
SMILES string: O=C1N=NC=CC[NH2+]1

(2)
DFT (the ωB97M-V functional and the def2-TZVPD basis) results for an isolated ion of composition C4H6N3O2 and charge +1.

```
! wB97M-V def2-TZVPD RIJCOSX def2/J DEFGRID3
* xyz 1 1
O 1.174 -2.413 0.271
O 1.644 3.062 -2.619
N 0.573 -1.704 -0.580
N 0.500 1.575 -1.260
N 0.282 1.233 0.007
C -0.573 -1.032 -0.413
C -0.747 0.143 1.877
C 1.086 2.403 -1.892
C -0.183 0.203 0.486
H -0.997 -0.887 2.060
H -0.913 -0.585 -1.281
H 1.071 -1.507 -1.427
H -1.687 0.587 1.937
H 0.020 0.505 2.537
H -1.248 -1.582 0.296
*
```

Values from the calculation:
Kohn-Sham gap (alpha / beta) in eV: 6.582 / 6.322
SMILES string: C/C(C[NH+]=O)=N/N=C=O

(3)
DFT (the ωB97M-V functional and the def2-TZVPD basis) results for a 2-piece molecular cluster, C4H6N3O3S overall.

```
! wB97M-V def2-TZVPD RIJCOSX def2/J DEFGRID3
* xyz 1 1
S -3.469 -1.534 -0.459
O -2.974 -2.524 0.632
O 2.945 -1.999 0.293
O 3.754 0.045 0.682
N 2.950 -0.781 0.368
N 0.562 -0.952 -0.266
N -0.175 1.075 -0.131
C 1.154 1.128 0.095
C -0.530 -0.222 -0.394
C -1.115 2.161 -0.258
C 1.645 -0.206 0.074
H 0.673 -2.037 -0.209
H -1.053 2.719 -1.251
H -0.996 2.932 0.524
H 1.668 2.035 0.108
H -2.970 -3.513 0.461
H -2.069 1.674 -0.268
*
```

Values from the calculation:
Kohn-Sham gap (alpha / beta) in eV: 6.171 / 7.640

(4)
DFT (the ωB97M-V functional and the def2-TZVPD basis) results for one molecule with the formula C4H6N4.

```
! wB97M-V def2-TZVPD RIJCOSX def2/J DEFGRID3
* xyz 0 1
N 1.191 0.680 1.309
N -0.103 0.544 -0.772
N -1.722 -0.322 -2.270
N 2.083 -0.359 0.846
C -1.153 -0.248 -1.077
C -1.352 -1.157 0.122
C -1.330 -1.641 1.240
C 0.109 0.949 0.620
H 0.418 1.268 -1.465
H -1.129 -1.671 2.521
H -0.631 1.701 1.207
H 3.129 0.113 0.747
H 1.530 -0.406 -0.214
H -1.039 0.550 -2.815
*
```

Values from the calculation:
Kohn-Sham gap in eV: 9.673
SMILES string: [H]/N=C(/C#C)N/C=N\N

(5)
DFT (the ωB97M-V functional and the def2-TZVPD basis) results for one molecule with the formula C4H6N4.

```
! wB97M-V def2-TZVPD RIJCOSX def2/J DEFGRID3
* xyz 0 1
N -1.569 1.395 0.301
N -0.474 0.948 -0.447
N -2.771 0.675 0.115
N 0.099 -0.287 -0.106
C -1.916 -1.653 -0.013
C -0.604 -1.427 -0.057
C -3.004 -0.512 0.064
C 1.455 -0.207 0.375
H 1.508 0.323 1.329
H 1.828 -1.222 0.505
H -2.333 -2.638 -0.091
H -1.748 2.365 0.050
H 2.077 0.315 -0.357
H -0.651 0.980 -1.457
*
```

Values from the calculation:
Kohn-Sham gap (alpha / beta) in eV: 7.869 / 7.165

(6)
DFT (the ωB97M-V functional and the def2-TZVPD basis) results for one molecule with the formula C4H6N4.

```
! wB97M-V def2-TZVPD RIJCOSX def2/J DEFGRID3
* xyz 0 1
N 1.310 0.521 0.523
N 3.486 -0.044 -0.616
N 0.519 -3.132 0.614
N -0.801 -1.395 -0.189
C -1.095 0.017 0.049
C 0.053 -2.100 0.215
C 2.507 0.261 -0.057
C 0.033 1.068 -0.046
H -1.847 0.117 -0.768
H 1.406 -3.622 0.221
H 1.146 0.170 1.372
H -1.525 0.061 1.041
H -0.221 1.875 0.621
H 0.063 1.390 -1.066
*
```

Values from the calculation:
Kohn-Sham gap in eV: 10.318
SMILES string: N#CNCCN=C=N

Short version: ΔE to the lowest compared entry with this formula, charge and spin = 3.3971; 7.2831; 0.0000; 7.6277; 7.7548; 2.7909 eV, in the order given.
Short version: strongest force on any atom = 4.44; 5.63; 3.86; 5.16; 2.94; 5.03 eV/Å, in the order given.